# 1
The following is a quantum chemistry calculation of a structure of composition C20H42Cl14NO in a non-equilibrium geometry, from OMol25.

- Total charge: +1
- F_max: 0.2203 Eh/bohr
- HOMO level: -0.407 Eh
- E: -200263.8265 eV
- HOMO-LUMO gap: 0.3239 Eh

Each line ends with the Löwdin charge.
CARTESIAN COORDINATES (ANGSTROEM)
O -5.467 -0.016 -1.669  -0.08
C -5.725 0.715 -2.863  -0.25
C -4.539 1.594 -3.213  -0.14
C -3.264 0.873 -3.691  -0.26
C -3.439 -0.328 -4.628  -0.11
C -2.239 -1.237 -4.376  -0.10
N -2.084 -1.105 -2.878  0.03
C -2.368 0.342 -2.541  -0.10
H -4.926 -0.792 -1.844  0.01
H -6.589 1.348 -2.648  0.13
H -6.025 0.074 -3.701  0.12
H -4.839 2.289 -4.008  0.13
H -4.311 2.204 -2.333  0.13
H -2.657 1.638 -4.184  0.14
H -3.567 -0.033 -5.670  0.14
H -4.316 -0.928 -4.359  0.11
H -2.514 -2.273 -4.570  0.11
H -1.317 -0.988 -4.900  0.13
H -1.162 -1.420 -2.563  0.13
H -2.800 -1.708 -2.451  0.01
H -2.801 0.410 -1.546  0.08
H -1.394 0.828 -2.588  0.10
Cl 1.772 -1.884 -3.329  0.56
C 1.675 -0.107 -3.423  -0.65
C 2.095 0.579 -2.150  -0.63
Cl 0.981 0.197 -0.799  0.56
H 0.643 0.143 -3.670  0.04
H 2.313 0.221 -4.242  0.09
H 2.073 1.657 -2.307  0.08
H 3.091 0.295 -1.823  0.04
Cl -3.183 -1.572 0.092  0.64
C -3.705 -3.264 0.345  -0.59
C -3.192 -4.143 -0.761  -0.59
Cl -3.934 -3.702 -2.337  0.63
H -4.791 -3.254 0.388  0.09
H -3.313 -3.592 1.308  0.04
H -3.444 -5.182 -0.561  0.09
H -2.114 -4.057 -0.876  0.08
Cl 0.538 -2.542 4.731  0.78
C 0.472 -1.176 3.583  -0.60
C 1.736 -1.062 2.769  -0.64
Cl 3.134 -0.579 3.761  0.55
H 0.288 -0.271 4.158  0.10
H -0.377 -1.358 2.924  -0.11
H 1.611 -0.302 2.000  0.03
H 1.982 -2.007 2.289  0.08
Cl -1.888 -2.095 3.106  0.70
C -1.662 -2.549 4.822  -0.72
C -1.228 -3.985 4.952  -0.78
Cl -2.512 -5.115 4.440  0.55
H -2.604 -2.364 5.331  0.09
H -0.897 -1.893 5.231  -0.05
H -0.998 -4.204 5.994  0.09
H -0.350 -4.188 4.345  -0.01
Cl 4.521 1.121 0.472  0.56
C 4.039 2.541 1.438  -0.63
C 3.185 3.484 0.633  -0.65
Cl 4.066 4.231 -0.725  0.57
H 4.950 3.007 1.804  0.08
H 3.463 2.178 2.289  0.06
H 2.817 4.288 1.269  0.08
H 2.334 2.957 0.205  0.04
Cl 3.488 8.078 -5.721  0.55
C 3.391 7.340 -4.104  -0.67
C 3.708 5.867 -4.132  -0.67
Cl 2.452 4.919 -4.983  0.51
H 2.392 7.521 -3.715  0.07
H 4.116 7.850 -3.472  0.08
H 3.750 5.480 -3.117  0.00
H 4.657 5.675 -4.628  0.07
Cl 3.608 -0.899 9.032  0.54
C 3.896 -2.007 7.666  -0.67
C 5.305 -1.912 7.139  -0.66
Cl 5.615 -0.345 6.347  0.52
H 3.171 -1.772 6.890  0.04
H 3.713 -3.018 8.030  0.07
H 5.460 -2.686 6.388  0.07
H 6.040 -2.033 7.930  0.07

---

# 2
The following is a quantum chemistry calculation of a cluster of 3 separate species, C20H42ClN4O3 in total in a non-equilibrium geometry, from OMol25.

- Total charge: 0
- Multiplicity: 2
- F_max: 0.0282 Eh/bohr
- HOMO level (spin up / spin down): -0.309 / -0.334 Eh
- E: -46044.9513 eV
- HOMO-LUMO gap (spin up / spin down): 0.3267 / 0.3465 Eh

Each line ends with the natural charge from an NBO analysis.
CARTESIAN COORDINATES (ANGSTROEM)
C 0.753 4.188 0.727  -0.61
C 0.168 2.978 1.460  -0.22
N -0.940 2.365 0.717  -0.64
C -1.014 0.893 0.820  0.13
C -2.352 0.479 0.177  -0.13
Cl -2.315 0.848 -1.609  -0.12
C -3.568 1.207 0.727  -0.44
C -4.886 0.593 0.273  -0.61
C 0.151 0.217 0.069  -0.45
C 0.807 -0.993 0.748  0.11
C 2.015 -0.612 1.595  -0.64
C 1.368 -1.882 -0.385  -0.60
N -0.185 -1.813 1.489  0.02
O 0.288 -2.928 1.910  -0.39
C -1.028 -1.090 2.488  0.12
C -2.456 -1.684 2.500  -0.63
C -0.460 -1.321 3.895  -0.61
C -1.029 0.435 2.270  -0.43
H 0.669 4.101 -0.350  0.20
H 0.229 5.081 1.050  0.21
H 1.783 4.317 1.038  0.21
H 0.980 2.286 1.690  0.17
H -0.215 3.329 2.416  0.19
H -0.755 2.563 -0.263  0.36
H -2.484 -0.594 0.215  0.22
H -3.517 2.208 0.321  0.23
H -3.518 1.318 1.804  0.21
H -5.692 1.127 0.766  0.21
H -4.968 -0.466 0.491  0.20
H -5.015 0.783 -0.784  0.22
H 0.962 0.911 -0.124  0.22
H -0.173 -0.119 -0.905  0.23
H 1.791 0.109 2.380  0.19
H 2.479 -1.479 2.049  0.22
H 2.709 -0.128 0.919  0.23
H 0.608 -2.585 -0.712  0.22
H 2.206 -2.466 -0.034  0.22
H 1.680 -1.272 -1.223  0.21
H -2.492 -2.553 1.851  0.23
H -3.197 -0.954 2.206  0.20
H -2.711 -2.027 3.495  0.22
H -0.596 -2.344 4.206  0.23
H -1.042 -0.708 4.581  0.20
H 0.572 -1.003 3.982  0.21
H -1.900 0.795 2.800  0.22
H -0.187 0.831 2.820  0.22
C -4.785 -1.640 -6.503  0.53
O -5.345 -1.406 -7.556  -0.62
N -3.812 -0.877 -5.967  -0.43
C -3.178 -1.205 -4.704  -0.40
C -3.390 0.313 -6.684  -0.42
H -5.034 -2.520 -5.884  0.10
H -3.329 -0.396 -3.989  0.20
H -2.107 -1.353 -4.851  0.20
H -3.606 -2.119 -4.296  0.21
H -4.234 0.991 -6.815  0.21
H -3.017 0.042 -7.673  0.21
H -2.605 0.814 -6.124  0.20
C 5.576 -1.078 0.686  0.53
O 4.951 -0.781 -0.315  -0.63
N 6.627 -0.387 1.167  -0.43
C 7.331 -0.792 2.368  -0.40
C 7.063 0.800 0.452  -0.42
H 5.322 -1.961 1.297  0.11
H 7.279 -0.001 3.119  0.20
H 8.379 -0.995 2.140  0.20
H 6.880 -1.694 2.776  0.21
H 6.253 1.528 0.404  0.21
H 7.346 0.540 -0.569  0.22
H 7.916 1.240 0.963  0.20

---

# 3
The following is a quantum chemistry calculation of a structure of composition C20H42F3Mn2N6O12S in a non-equilibrium geometry, from OMol25.

- Total charge: +1
- Multiplicity: 11
- F_max: 0.1702 Eh/bohr
- Relative energy (zero: lowest compared OMol25 entry of this formula, charge and spin): 0.0 kcal per mole
- HOMO level (spin up / spin down): -0.412 / -0.412 Eh
- E: -136557.6978 eV
- HOMO-LUMO gap (spin up / spin down): 0.3165 / 0.2962 Eh

Each line ends with the Mulliken spin population.
CARTESIAN COORDINATES (ANGSTROEM)
Mn -1.319 -2.586 0.050  4.81
Mn 1.782 -2.440 -2.542  4.83
C -2.282 -3.450 -4.471  0.00
F -1.689 -3.748 -5.595  0.00
F -2.503 -2.152 -4.451  0.00
F -3.388 -4.118 -4.288  0.00
S -1.120 -3.902 -3.056  0.03
O 0.163 -3.302 -3.461  0.04
O -1.700 -3.276 -1.853  0.03
O -0.974 -5.333 -2.873  0.00
C 0.443 -0.814 -0.959  -0.09
O 0.816 -0.625 -2.181  0.06
O -0.738 -0.605 -0.501  -0.01
O 0.714 -2.077 -0.702  0.12
C 4.040 3.792 -3.315  0.00
O 4.737 3.653 -4.298  0.00
N 3.232 2.836 -2.809  0.00
C 3.105 1.468 -3.306  0.00
C 2.277 3.162 -1.763  0.00
H 4.064 4.658 -2.636  0.00
H 2.076 1.215 -3.552  0.00
H 3.352 0.841 -2.443  0.00
H 3.850 1.288 -4.075  0.00
H 2.394 4.191 -1.426  0.00
H 1.251 3.058 -2.123  0.00
H 2.405 2.513 -0.892  0.00
C -0.631 3.146 2.601  0.00
O -1.178 3.889 3.377  0.00
N -0.125 1.919 2.910  0.00
C 0.544 1.101 1.923  0.00
C -0.090 1.434 4.284  0.00
H -0.476 3.338 1.527  0.00
H 1.639 1.070 1.920  0.00
H 0.235 1.316 0.900  0.00
H 0.172 0.087 2.097  0.00
H -0.412 2.225 4.955  0.00
H -0.727 0.564 4.456  0.00
H 0.961 1.210 4.481  0.00
C -2.101 2.265 -1.150  0.00
O -2.065 3.146 -0.311  0.00
N -3.222 1.785 -1.724  0.00
C -3.223 0.640 -2.597  0.00
C -4.553 2.255 -1.376  0.00
H -1.179 1.825 -1.561  0.00
H -2.222 0.214 -2.705  0.00
H -3.516 0.849 -3.628  0.00
H -3.818 -0.190 -2.210  0.00
H -4.549 2.993 -0.580  0.00
H -5.006 2.622 -2.300  0.00
H -5.182 1.417 -1.063  0.00
C -0.668 -2.506 3.231  0.01
O -0.900 -2.451 2.014  0.02
N 0.566 -2.493 3.712  0.01
C 0.837 -2.376 5.153  0.00
C 1.722 -2.439 2.824  0.00
H -1.472 -2.658 3.955  0.00
H 1.775 -2.936 5.223  0.00
H 0.193 -2.902 5.852  0.00
H 1.050 -1.350 5.444  0.00
H 1.407 -2.683 1.811  0.01
H 2.041 -1.397 2.737  0.00
H 2.564 -3.056 3.121  0.00
C -4.369 -1.495 0.611  0.01
O -3.297 -2.099 0.529  0.03
N -4.526 -0.310 1.190  0.01
C -5.829 0.253 1.443  0.00
C -3.383 0.481 1.630  0.01
H -5.312 -1.902 0.221  0.00
H -5.939 0.534 2.491  0.00
H -6.636 -0.459 1.263  0.00
H -6.037 1.117 0.812  0.00
H -3.354 0.474 2.726  0.00
H -2.410 0.101 1.327  0.00
H -3.448 1.537 1.366  0.00
C 4.789 -1.417 -1.519  0.00
O 3.676 -1.905 -1.705  0.02
N 5.080 -0.547 -0.547  0.01
C 6.384 0.082 -0.444  0.00
C 4.052 -0.061 0.332  0.00
H 5.665 -1.607 -2.153  0.00
H 6.288 1.152 -0.630  0.00
H 7.166 -0.291 -1.103  0.00
H 6.790 -0.064 0.559  0.00
H 4.091 1.028 0.424  0.00
H 3.050 -0.346 0.019  0.01
H 4.132 -0.382 1.376  0.00

---

Q: Look up the total charge of the first one.
A: +1

---

Q: Look up the E of the third one.
A: -136557.6978 eV

---

Q: Which value of F_max does entry 1 give?
A: 0.2203 Eh/bohr

---

Q: Look up the E of the first one.
A: -200263.8265 eV